C31H70N9O13Tl | wB97M-V/def2-TZVPD

Geometry as XYZ:
```
124
Properties=species:S:1:pos:R:3:forces:R:3:lowdin_charge:R:1
Tl 0.350942 0.200933 -0.045096 -0.8 -0.2 0.0 1.29
C -3.062609 3.105306 -2.086909 -1.7 1.4 1.3 -0.01
C -2.075586 2.213879 -1.381782 1.2 0.9 1.1 -0.77
O -1.621924 1.312599 -2.056181 1.2 -3.0 -2.0 -0.05
O -1.689280 2.416967 -0.196531 -0.4 0.5 0.2 -0.06
H -2.745172 3.921767 -2.735548 0.8 -0.5 -0.1 0.08
H -3.539947 3.644088 -1.268397 -0.4 0.2 0.0 0.07
H -3.866626 2.572765 -2.594893 0.3 -0.3 -0.1 0.08
O 1.017130 -2.755999 0.064690 -3.2 -0.8 0.8 -0.23
C -0.024022 -3.504814 0.671104 3.3 0.4 -0.2 -0.25
C -1.561479 -2.969320 0.878117 -2.3 3.4 0.6 -0.25
O -1.888853 -1.602230 1.058785 2.1 -1.9 -0.9 -0.21
H 0.353300 -3.884405 1.620656 -0.2 0.8 0.9 0.08
H -0.214795 -4.477245 0.217156 -0.3 0.2 -1.2 0.10
H -1.939274 -3.387465 1.811137 0.8 -0.8 0.4 0.10
H -2.200798 -3.380759 0.097036 0.4 0.0 -0.6 0.10
C 4.071904 3.486143 1.838981 1.1 -0.1 0.7 0.00
C 2.646379 3.544481 1.464813 -2.8 -3.9 -1.7 -0.50
O 2.051226 2.564023 0.879593 2.1 3.2 1.5 -0.05
N 1.960478 4.644850 1.812535 0.3 0.7 0.3 0.01
C 0.593500 4.849924 1.463220 -1.3 -0.3 -1.2 -0.07
H 4.343691 4.287018 2.526605 0.1 0.3 -0.3 0.08
H 4.720292 3.467993 0.962986 -0.1 0.3 -0.1 0.09
H 4.345991 2.586229 2.389559 -0.5 -0.3 -0.2 0.08
H 2.384111 5.375986 2.365781 0.2 -0.3 -0.2 0.14
H 0.405503 5.876170 1.147696 0.1 0.2 0.6 0.09
H -0.132265 4.482095 2.188536 0.1 0.3 0.4 0.09
H 0.307005 4.287438 0.574612 0.4 -0.4 0.0 0.07
C 3.873201 -0.869917 3.862036 -0.8 -0.2 -0.2 0.02
C 2.929408 -1.353482 2.724072 1.2 1.2 -0.6 -0.55
O 2.237673 -0.607077 2.054522 -0.4 1.7 0.6 -0.04
N 2.996231 -2.597090 2.278576 1.0 -1.8 1.6 0.04
C 3.599164 -3.724142 2.975488 -0.3 -1.0 -0.5 -0.07
H 4.794738 -1.441969 3.969921 -0.2 -0.2 -0.2 0.07
H 3.331672 -0.936021 4.805684 0.0 0.0 0.1 0.07
H 4.143164 0.176477 3.719633 -0.3 -0.1 -0.2 0.07
H 2.395616 -2.708890 1.474294 -0.3 -0.5 -0.4 0.09
H 3.907037 -3.594760 4.013061 0.1 0.8 -0.2 0.08
H 4.419663 -4.158070 2.404013 0.3 0.2 0.1 0.08
H 2.906328 -4.559936 3.073118 -0.5 0.1 -0.2 0.07
C -2.435793 1.540291 -5.823664 0.0 -0.5 0.6 0.00
C -3.112694 0.219370 -5.448444 -2.4 -1.7 -1.4 -0.51
O -3.997207 -0.340651 -6.167270 2.2 1.5 1.2 -0.03
N -2.740667 -0.341516 -4.286837 1.1 0.8 0.0 0.00
C -3.136899 -1.636726 -3.776380 -0.6 0.7 -0.5 -0.07
H -1.642953 1.799443 -5.122003 0.0 -0.1 0.2 0.06
H -3.168232 2.345453 -5.765818 0.0 -0.1 -0.4 0.08
H -1.962460 1.436088 -6.799982 -0.4 0.1 -0.1 0.08
H -2.169060 0.249011 -3.699775 0.2 -0.1 0.5 0.08
H -4.193770 -1.550607 -3.523973 0.0 -0.5 0.2 0.08
H -2.524290 -1.858992 -2.902644 -0.1 0.0 0.0 0.08
H -3.028068 -2.403764 -4.543130 0.0 0.0 0.0 0.08
C -5.503538 -1.500518 2.498716 -1.2 -0.1 -0.5 0.00
C -5.812691 -0.808969 1.170245 3.0 -0.9 0.7 -0.57
O -6.811145 -0.199110 0.931014 -1.5 0.6 -0.4 0.07
N -4.754995 -0.922133 0.315912 0.0 0.2 -0.1 0.01
C -4.752845 -0.222161 -0.932491 0.3 -0.5 -0.8 -0.07
H -5.836833 -2.533796 2.401991 0.1 -0.2 0.0 0.08
H -6.184234 -1.054975 3.224137 0.5 0.1 0.3 0.08
H -4.442057 -1.485364 2.745951 -0.3 0.2 0.1 0.04
H -3.853194 -1.298097 0.571878 -0.1 0.0 0.6 0.08
H -3.840643 -0.457728 -1.480674 0.2 0.1 0.3 0.06
H -4.766647 0.860385 -0.806035 -0.5 0.0 -0.1 0.09
H -5.547223 -0.658930 -1.537726 -0.3 0.8 -0.2 0.09
C 0.913308 1.984110 4.662225 -1.4 0.5 1.1 0.03
C -0.261362 1.649658 3.743221 1.6 0.0 -1.8 -0.54
O 0.005228 1.403277 2.570344 -0.6 -0.2 -0.1 -0.04
N -1.514511 1.720739 4.206420 -0.5 0.3 0.6 0.04
C -2.719878 1.657751 3.358055 0.3 -0.2 0.4 -0.03
H 1.424546 2.900158 4.366273 0.1 -0.3 -0.7 0.08
H 1.609988 1.157870 4.803889 -0.2 0.1 -0.1 0.07
H 0.458748 2.305491 5.599345 0.3 -0.4 0.6 0.07
H -1.598203 1.766982 5.211881 -0.3 0.1 -0.2 0.13
H -3.551974 2.105991 3.901002 0.1 0.0 0.1 0.09
H -2.973564 0.622209 3.131346 0.0 0.0 -0.1 0.06
H -2.589386 2.200387 2.421768 0.3 -0.1 0.0 0.08
C 5.589107 0.147018 -0.208692 1.3 1.0 0.6 0.01
C 4.467142 -0.053166 -1.150405 -3.2 1.3 0.7 -0.53
O 3.338463 0.457983 -0.948437 1.9 -1.2 -0.1 -0.01
N 4.752345 -0.699453 -2.270534 0.5 -2.0 -1.9 0.03
C 3.783149 -1.108432 -3.305530 0.0 0.9 0.1 -0.04
H 5.509844 -0.294001 0.784960 -0.5 -0.1 -0.2 0.09
H 5.644320 1.227037 -0.072302 -0.1 0.1 0.3 0.08
H 6.579151 -0.095426 -0.594883 -0.1 -0.4 -0.2 0.08
H 5.665216 -1.121166 -2.365072 -0.1 0.2 0.2 0.13
H 3.190293 -1.998359 -3.094223 0.1 0.1 0.6 0.08
H 4.279891 -1.312509 -4.254054 0.4 0.2 0.1 0.08
H 3.124247 -0.252016 -3.448709 -0.3 -0.3 0.1 0.06
C 0.087193 -1.824389 -4.939958 0.3 -0.6 1.9 0.03
C 0.489855 -2.091044 -3.449469 0.1 1.1 0.4 -0.51
O 0.588214 -1.145281 -2.676637 0.0 1.0 -0.4 -0.05
N 0.681047 -3.304986 -2.889213 0.1 0.8 -0.1 0.01
C 0.425441 -4.549116 -3.461195 -0.4 -1.6 -1.0 -0.10
H 0.904754 -1.837934 -5.660729 0.1 -0.5 0.2 0.08
H -0.306491 -0.808426 -4.909295 -0.2 -0.3 -0.1 0.06
H -0.671574 -2.585315 -5.122633 -0.1 0.3 -0.8 0.06
H 0.901465 -3.259347 -1.904621 0.0 0.3 0.4 0.10
H 1.219584 -4.834672 -4.151043 0.0 -0.4 -0.1 0.09
H -0.524247 -4.576253 -3.995478 -0.1 0.1 -0.2 0.08
H 0.303066 -5.307964 -2.688364 0.3 0.0 0.0 0.09
C 1.938047 4.269544 -2.195883 0.2 0.8 0.4 0.02
C 1.784948 2.953030 -2.888074 -0.2 0.5 2.0 -0.58
O 1.331470 2.022819 -2.275966 -0.5 -1.5 0.2 0.03
N 2.148356 2.932505 -4.155383 0.1 0.4 -2.0 0.03
C 2.064255 1.797897 -5.030747 0.9 -1.5 -0.7 -0.07
H 2.589439 4.239415 -1.322450 0.1 -0.6 -0.1 0.08
H 0.956073 4.500671 -1.783071 0.0 0.3 -0.2 0.09
H 2.347594 5.059765 -2.825107 -0.4 0.2 -0.1 0.07
H 2.444528 3.825750 -4.522131 0.0 -0.4 -0.2 0.13
H 1.886974 2.017846 -6.083498 -0.2 0.6 0.2 0.09
H 1.401534 0.968417 -4.784043 -0.7 0.8 0.7 0.07
H 3.003911 1.245524 -5.023632 0.5 0.2 -0.1 0.07
C 0.048952 -1.923550 4.508085 0.5 -1.0 0.1 0.01
C -1.229331 -1.699822 5.242422 0.0 0.8 1.0 -0.52
O -1.111253 -1.413193 6.439902 -1.1 -0.1 -0.9 0.01
N -2.431059 -1.826675 4.561951 2.7 0.3 1.2 0.02
C -3.639265 -1.698098 5.300132 -1.4 -0.4 0.3 -0.10
H 0.764625 -2.259405 5.258498 -0.1 0.0 0.2 0.09
H 0.516011 -1.036892 4.079374 -0.5 -0.1 -0.6 0.07
H -0.061839 -2.796235 3.864455 0.2 0.4 -0.8 0.08
H -2.333644 -2.045891 3.580855 -0.5 0.2 0.0 0.10
H -3.491623 -1.546697 6.369423 0.7 0.1 -0.2 0.09
H -4.189276 -2.638282 5.259560 -0.4 0.1 -0.3 0.09
H -4.268423 -0.875393 4.960398 0.0 -0.1 -0.2 0.07
```
Forces are in eV/Å.

Properties
Gap between HOMO and LUMO ... 4.580 eV
Max |F| ... 5.15 eV Å⁻¹